Record 1
Here is 2 unconnected molecules or ions with the total composition C14H29N5O4 at a distorted geometry from the Open Molecules 2025 dataset. Energies are from ωB97M-V/def2-TZVPD.

Results
E_tot: -30629.1093 eV

Geometry as ORCA input:
```
! RIJCOSX wB97M-V def2-TZVPD def2/J DEFGRID3
* xyz 0 1
N -1.41 2.79 -2.07
H 0.65 0.45 -4.84
H -1.19 -1.61 -3.48
N -1.76 1.04 -5.74
O -3.15 -1.37 -6.41
C -1.34 0.44 -2.89
C -1.16 0.50 1.02
H 1.04 -1.73 2.51
H -0.99 -0.85 7.46
H 1.89 1.95 2.86
H -1.55 -2.46 -5.98
H -1.45 0.67 -0.01
C 0.29 -0.93 2.53
C -0.57 -1.81 0.36
C 0.81 0.21 3.43
H -0.94 -0.33 5.19
H -0.51 -0.15 -6.93
H -0.85 -1.56 -0.66
O -2.55 0.36 -2.77
H -0.01 0.93 3.52
H 0.82 -0.19 0.56
H 0.26 -2.04 7.01
N -0.04 -0.50 5.61
H -2.03 0.18 1.58
H 3.89 2.10 1.39
H 5.11 0.90 1.88
H -1.59 3.45 -2.83
H -1.44 -2.22 0.87
C -0.55 -0.73 -3.47
H 0.73 -0.42 7.57
C -0.06 -0.56 1.08
H -2.40 1.24 -6.52
H -0.60 -1.35 2.99
H -2.30 2.51 -1.63
H 0.22 -2.56 0.34
H -2.29 1.00 -4.87
H -0.79 1.45 1.42
C 1.05 -0.29 4.87
O 3.36 -0.76 2.37
H 0.28 -0.95 -2.79
C 3.13 0.43 2.49
H 4.43 2.01 3.09
C -1.05 -0.24 -5.98
C -1.97 -1.47 -6.12
N 1.94 0.94 2.83
O 2.18 -0.50 5.31
C 0.01 -0.44 -4.88
C -0.02 -0.98 6.99
H 0.65 -1.28 -5.17
H 0.30 1.67 -2.70
N -0.70 1.63 -2.54
C 4.21 1.44 2.19
*
```

Atom charges from the Löwdin analysis, given in e for atoms 1 to 8: 0.042, 0.111, 0.122, 0.057, 0.042, -0.520, -0.066, 0.120

***

Record 2
Here is a molecular structure, C14H29N6OPSiW at a distorted geometry from the Open Molecules 2025 dataset. Energies are from ωB97M-V/def2-TZVPD.

Results
Energy relative to the best compared isomer or geometry (same formula, charge and spin): 0.0 kcal/mol
E_tot: -44950.0343 eV

Geometry as ORCA input:
```
! RIJCOSX wB97M-V def2-TZVPD def2/J DEFGRID3
* xyz 2 1
H -0.53 -3.58 0.43
H -2.61 -1.96 1.74
H -0.31 -3.44 -1.35
N 1.43 1.76 2.05
C 0.15 1.36 -3.69
H 0.03 -1.16 4.90
N 2.40 3.53 3.26
H -3.27 -2.13 -2.17
H 2.66 -1.63 2.79
H 2.24 3.04 4.13
N 1.48 1.44 0.74
C 2.11 -0.01 -5.17
H -2.32 1.02 2.58
C 1.37 1.02 -5.76
C -3.01 -1.73 0.74
W 0.21 -0.15 0.02
H 2.87 -0.54 -5.75
C 1.72 -2.11 3.07
H -3.57 -0.79 0.77
H 0.97 -0.09 2.62
N 2.46 2.62 2.22
C 0.56 -1.14 2.82
H -0.19 2.50 -5.49
C 0.39 1.70 -5.02
N 2.99 3.06 1.04
H -3.00 1.21 -0.23
H -0.79 1.98 2.54
N 0.73 0.03 -1.78
H 2.45 -1.17 -3.36
C -1.03 -3.34 -0.52
C -1.77 1.83 2.07
H 1.77 -2.37 4.13
H 3.25 4.09 3.26
H -1.26 2.80 -0.41
C 1.89 -0.37 -3.85
H 2.63 2.22 -0.90
H -3.68 -2.55 0.41
O -0.08 -1.46 1.62
C 0.91 0.32 -3.06
H -1.11 -2.03 3.87
H -0.60 1.88 -3.09
H 1.55 1.30 -6.80
H 1.60 -3.03 2.50
H -2.85 -0.39 -2.17
C 2.41 2.24 0.16
C -2.45 -1.41 -2.08
C -0.48 -1.14 3.94
H -1.72 -1.58 -2.88
H -2.35 2.76 2.14
H -1.88 -4.02 -0.68
P -1.64 -1.63 -0.46
Si -1.59 1.47 0.21
H -1.11 -0.25 3.90
*
```

Atom charges from the Löwdin analysis, given in e for atoms 1 to 8: 0.052, 0.052, 0.062, 0.078, 0.004, 0.091, 0.176, 0.071

***

Record 3
Here is a molecular structure, C14H30BBrClFKMgNaO10P at a distorted geometry from the Open Molecules 2025 dataset. Energies are from ωB97M-V/def2-TZVPD.

Results
E_tot: -156906.8116 eV

Geometry as ORCA input:
```
! RIJCOSX wB97M-V def2-TZVPD def2/J DEFGRID3
* xyz -1 1
O -1.09 3.11 0.48
Mg 0.47 2.90 2.37
H -3.26 -0.25 2.17
C -1.95 3.65 1.34
H 1.32 -5.89 1.37
H -4.23 -1.14 1.00
C -0.54 -1.14 1.81
O -1.66 -6.13 2.19
C -2.63 4.32 -0.82
H -0.20 0.58 3.14
O -1.96 3.38 2.52
O 2.80 -1.81 -1.91
C -3.67 -1.24 1.92
P 3.51 -0.43 -1.77
H 1.88 -1.77 -1.57
H -1.09 2.97 -1.59
C -1.41 -2.00 2.72
H -2.40 -0.48 -0.79
H 0.46 1.79 1.16
O 3.10 0.15 -6.07
C 0.79 0.78 1.14
Cl 5.28 0.06 -0.74
H -2.14 -2.21 0.78
H 4.54 2.40 -5.39
H 3.87 3.75 -5.59
H -2.97 -3.32 1.95
C 0.34 -0.04 2.38
H -2.42 5.68 0.88
H 2.81 -1.02 -8.77
C -2.59 -2.32 1.78
H -3.84 4.58 0.99
H 1.21 -0.47 2.87
O 3.88 -1.72 -7.05
H -1.73 -1.46 3.62
H 2.01 1.71 -1.23
H -4.35 -1.55 2.72
K 2.03 0.12 4.64
C 0.63 -6.64 1.76
F -2.96 1.58 1.36
H -2.74 5.16 -1.50
H 0.28 0.35 0.28
H -0.45 4.49 -0.93
H 1.19 -7.33 2.40
C -1.23 3.73 -0.83
O -0.10 -5.29 3.57
H 2.71 -0.24 1.32
Na -2.19 4.77 4.15
C -2.81 4.68 0.65
O -2.34 -1.36 -1.17
C -0.50 -5.96 2.58
O 2.58 -0.28 -8.19
H 0.21 -7.21 0.92
H -1.24 -0.61 1.17
H 2.80 1.56 1.30
C 3.25 -0.66 -7.02
Br 3.62 0.34 -3.78
H 0.06 -1.81 1.19
B 2.49 0.78 -0.66
H -3.35 3.55 -1.10
O 4.49 3.14 -6.00
H -0.88 -2.91 3.02
C 2.31 0.67 0.87
*
```

Atom charges from the Löwdin analysis, given in e for atoms 1 to 8: -0.105, 0.691, 0.029, -0.580, 0.044, 0.064, -0.221, -0.079

***

Record 4
Here is a molecular structure, C14H30BN6O12Rb at a distorted geometry from the Open Molecules 2025 dataset. Energies are from ωB97M-V/def2-TZVPD.

Results
E_tot: -49852.6696 eV

Geometry as ORCA input:
```
! RIJCOSX wB97M-V def2-TZVPD def2/J DEFGRID3
* xyz 0 1
H -0.31 -1.14 4.89
H 1.58 -3.33 3.65
B -1.97 2.03 -5.16
H -3.15 0.88 1.05
H 4.28 -1.78 3.53
H 0.10 -1.13 3.34
H -1.77 0.81 -0.10
H -1.36 2.53 3.13
H 2.93 4.02 -0.95
O -1.01 2.21 -4.06
H 1.11 2.19 3.69
H -0.98 -4.97 -0.52
H -2.33 -1.87 -0.20
C 2.60 -1.96 2.59
C -0.95 1.09 -3.31
C -1.89 0.10 -3.92
O -0.21 0.84 -2.41
C -1.56 -2.20 0.50
O 1.73 -1.63 1.86
O -1.25 3.83 -7.96
C 0.51 -6.01 -2.00
H -0.51 -1.73 -1.82
C -0.50 0.72 4.03
N 2.47 -2.87 3.54
N 2.98 4.56 -0.10
C -2.20 1.33 0.76
H 3.29 -3.43 3.74
H 2.88 5.84 1.93
H 1.44 -6.37 -2.42
H 3.61 5.34 0.00
C -2.98 3.86 -6.23
C 0.99 1.13 3.91
O -2.01 -1.12 -3.52
N 3.75 -1.42 2.75
N -0.53 -0.71 4.00
O -3.75 4.76 -6.60
H 0.40 -3.12 0.53
N 2.36 4.98 1.94
H -2.05 -3.00 1.06
O -1.29 0.93 1.81
C -0.66 -4.11 -1.11
H -2.52 1.23 3.40
H 0.42 -6.41 -0.99
C -1.68 3.34 -6.96
H 1.94 4.70 2.81
O 1.22 3.45 0.77
H -1.34 -1.45 1.26
H -0.81 1.09 5.01
Rb 1.13 0.65 0.01
O -3.12 3.06 -5.18
H -1.59 -3.90 -1.64
C -0.37 -2.87 -0.19
O 0.39 -4.59 -1.93
H -0.26 -6.53 -2.57
O -2.40 0.63 -4.98
H 0.94 -2.30 -1.63
H -2.20 2.39 0.51
H 1.69 1.01 4.74
N 0.18 -1.88 -1.11
H 1.39 0.77 2.96
C 2.07 4.30 0.82
O -1.25 2.28 -6.42
H 3.94 -0.50 2.37
C -1.51 1.45 3.07
*
```

Atom charges from the Löwdin analysis, given in e for atoms 1 to 8: 0.076, 0.121, -0.781, 0.103, 0.123, 0.033, 0.053, 0.126

***

Record 5
Here is a molecular structure, C14H30ClGaO2P2Si at a distorted geometry from the Open Molecules 2025 dataset. Energies are from ωB97M-V/def2-TZVPD.

Results
E_tot: -110435.7744 eV

Geometry as ORCA input:
```
! RIJCOSX wB97M-V def2-TZVPD def2/J DEFGRID3
* xyz 2 1
H -2.43 -0.38 4.09
H 0.21 3.05 -3.46
H 0.89 2.30 4.10
C -1.43 -3.03 -0.32
C 0.01 0.00 1.90
H -1.11 -3.00 0.73
H 0.00 1.77 5.54
H 2.29 -2.78 -1.27
H -0.89 2.30 4.10
H -2.32 -2.40 -0.45
C 0.20 -0.01 0.63
H -1.55 -1.92 4.10
H -0.49 -0.89 -4.35
C 1.43 -3.13 -0.69
C 1.29 3.20 -0.56
H 1.11 4.29 -0.58
Cl -2.21 0.07 -2.26
O 2.74 0.00 0.06
H -1.26 -2.85 -3.45
H 2.12 2.93 -1.22
C -1.56 2.84 -0.01
C 1.52 -0.02 -0.19
H -1.66 -4.06 -0.62
H -2.45 2.25 -0.25
H 2.43 -0.38 4.09
P -0.08 -2.43 -1.38
P -0.21 2.43 -1.17
H -0.32 -4.27 -2.86
H -1.76 3.91 -0.14
H -0.79 4.25 -2.55
H 1.53 -0.88 5.54
H 1.54 -1.92 4.10
C -0.63 3.19 -2.76
C 1.01 0.22 -3.31
H 0.88 -0.25 -5.32
Ga -0.27 -0.02 -1.38
C 0.18 -0.03 -4.51
H 0.53 -2.91 -3.66
C 1.54 -0.89 4.45
C -0.31 -3.19 -3.01
H -0.42 0.87 -4.70
Si -0.01 0.00 3.77
H 1.54 -2.81 0.35
H -1.23 2.62 1.01
C -1.54 -0.89 4.45
H -1.53 -0.89 5.54
O 2.15 0.58 -3.14
H 1.50 2.86 0.46
C 0.00 1.78 4.45
H -1.54 2.73 -3.16
H 1.35 -4.22 -0.75
*
```

Atom charges from the Löwdin analysis, given in e for atoms 1 to 8: 0.035, 0.062, 0.031, -0.206, 0.120, 0.057, 0.052, 0.070